92
Properties=species:S:1:pos:R:3 method="wB97M-V/def2-TZVPD" total_charge=0 e_homo_ev=-10.949 relative_energy_kj_mol=492.06 smiles="O=C1OC[C@@H](F)O1.O=C1OC[C@@H](F)O1.O=C1OC[C@@H](F)O1.O=C1OC[C@@H](F)O1.O=C1OC[C@@H](F)O1.C[N+](=O)[O-].C[N+](=O)[O-].C[N+](=O)[O-].C[N+](=O)[O-].C[N+](=O)[O-].C[N+](=O)[O-]" homo_lumo_gap_ev=10.6727 largest_force_ha_per_bohr=0.153
O -0.42 9.05 4.18
C -0.72 8.69 3.03
O 0.13 8.37 2.07
C -0.49 7.91 0.87
C -1.95 7.92 1.29
F -2.36 6.68 1.42
O -1.95 8.66 2.54
H -0.40 8.70 0.13
H 0.00 7.00 0.54
H -2.65 8.47 0.66
O 4.35 1.41 -2.04
C 5.30 1.97 -1.51
O 6.20 1.21 -0.80
C 7.14 1.98 -0.20
C 6.76 3.37 -0.70
F 7.66 3.67 -1.69
O 5.44 3.19 -1.31
H 7.17 1.94 0.89
H 8.09 1.76 -0.68
H 6.79 4.08 0.12
O 5.50 -7.47 1.99
C 5.53 -6.93 0.91
O 5.42 -5.55 0.64
C 5.18 -5.40 -0.72
C 5.89 -6.57 -1.32
F 7.12 -6.23 -1.31
O 5.60 -7.52 -0.31
H 4.10 -5.45 -0.88
H 5.58 -4.42 -0.94
H 5.72 -6.82 -2.37
O -0.85 2.99 6.55
C -1.34 3.87 7.25
O -2.42 4.57 6.97
C -2.86 5.37 8.10
C -1.59 5.45 8.92
F -1.84 5.57 10.28
O -0.97 4.23 8.53
H -3.32 6.33 7.89
H -3.63 4.88 8.70
H -1.01 6.31 8.56
O -1.37 -2.60 6.96
C -0.48 -3.17 6.32
O -0.68 -3.99 5.33
C 0.56 -4.22 4.60
C 1.60 -3.83 5.64
F 2.47 -2.99 5.08
O 0.87 -3.06 6.54
H 0.64 -5.27 4.32
H 0.63 -3.62 3.70
H 2.20 -4.58 6.15
C -0.62 0.39 0.51
N -0.74 -0.63 -0.70
O -1.02 -0.14 -1.79
O -0.39 -1.78 -0.60
H 0.04 1.21 0.22
H -0.20 -0.13 1.37
H -1.61 0.79 0.73
C -0.42 4.92 -5.35
N -1.77 5.46 -5.47
O -1.85 6.58 -5.06
O -2.72 4.86 -5.90
H -0.27 4.15 -6.11
H -0.40 4.45 -4.36
H 0.38 5.66 -5.34
C 1.40 -1.57 -6.81
N 2.37 -2.52 -6.12
O 3.48 -2.14 -5.98
O 1.97 -3.64 -5.85
H 1.89 -0.61 -6.68
H 0.40 -1.62 -6.37
H 1.28 -1.92 -7.83
C -5.55 -4.37 0.94
N -5.57 -3.41 -0.16
O -5.79 -2.22 -0.06
O -5.48 -3.98 -1.22
H -4.56 -4.52 1.38
H -6.02 -5.32 0.67
H -6.13 -3.88 1.72
C -1.74 -7.75 -3.71
N -1.36 -8.40 -2.43
O -0.52 -9.31 -2.45
O -1.78 -7.90 -1.37
H -1.35 -8.19 -4.63
H -1.33 -6.74 -3.77
H -2.82 -7.66 -3.77
C -6.26 0.46 -5.56
N -7.43 1.35 -5.42
O -7.65 1.85 -4.30
O -8.15 1.47 -6.37
H -5.77 0.29 -4.60
H -5.67 1.01 -6.30
H -6.59 -0.47 -6.02